Density functional theory data (ωB97M-V with the def2-TZVPD basis set) for 5 unconnected molecules or ions with the total composition C26H62FN4O4.

Summary:
frontier orbital gap	0.2530	hartree
net charge	+1
E_HOMO	-10.952	eV

Geometry (Å):
1 H -2.41 4.62 -2.91
2 C -2.01 -3.69 3.29
3 H -1.34 2.33 -3.03
4 H 1.70 -2.38 3.01
5 H 2.17 -4.23 4.59
6 N 7.07 -0.13 -1.71
7 C -1.01 -4.08 2.21
8 C 3.84 -2.95 -4.30
9 C 8.12 0.00 -0.69
10 H 3.25 -0.32 -0.71
11 H -2.93 2.69 0.27
12 C 0.91 -3.09 3.28
13 C -7.62 2.82 0.45
14 H -9.56 2.62 1.34
15 H -3.28 0.90 -1.43
16 H -2.86 -4.38 3.27
17 C -2.80 2.91 -0.79
18 H 5.23 0.05 -0.79
19 H -9.01 4.29 1.19
20 H 8.37 1.05 -0.54
21 C -1.34 4.48 -2.86
22 C -3.61 1.93 -1.62
23 H -4.59 1.98 1.48
24 F 2.93 -3.93 -4.65
25 H 4.22 -2.53 -5.23
26 H 0.28 0.18 1.10
27 H -3.16 3.93 -0.94
28 C -1.65 1.05 4.48
29 C 1.53 -4.40 3.73
30 H 5.89 -3.13 -1.78
31 H -1.57 -3.74 4.29
32 O -2.27 0.74 3.25
33 H -1.50 -4.03 1.23
34 H 0.78 -5.13 4.02
35 H 6.08 -1.51 -0.47
36 H -2.37 -2.68 3.14
37 C -1.48 0.90 2.09
38 H 1.10 0.17 -0.92
39 H -0.68 -5.11 2.34
40 C -1.15 2.48 4.58
41 H 7.41 -0.71 -2.46
42 C 4.93 -3.61 -3.48
43 H 3.48 0.10 -6.23
44 H -6.39 4.29 2.40
45 H 2.13 -4.84 2.93
46 O 0.10 -3.20 2.11
47 H -1.22 1.95 1.94
48 H 5.57 -4.11 -4.21
49 H -0.93 5.25 -2.20
50 H 2.12 -2.35 -3.40
51 H 0.46 0.28 2.85
52 H -2.42 0.88 5.23
53 H -6.04 1.76 2.45
54 C -8.69 3.27 1.41
55 H 0.70 -2.68 -1.77
56 H 9.03 -0.48 -1.02
57 O -6.47 3.65 0.43
58 H -8.35 3.25 2.45
59 H 4.50 -4.40 -2.87
60 N 5.76 -2.69 -2.68
61 H -1.96 3.18 4.41
62 H -0.73 2.65 5.58
63 H -4.66 2.01 -1.34
64 H -0.84 0.34 4.70
65 H 7.81 -0.41 0.28
66 H 0.04 -1.82 -0.42
67 H 0.34 -2.63 4.09
68 C 3.60 -0.01 -5.15
69 H 1.00 -0.45 -2.52
70 C 0.97 -1.98 -0.96
71 H -0.93 4.63 -3.86
72 C 3.62 -1.58 -2.22
73 H -4.66 2.64 3.11
74 H 4.45 0.48 -4.69
75 H 1.69 -2.48 -0.33
76 H 1.65 -0.45 -4.41
77 H 3.53 -2.47 -1.57
78 C -5.77 3.78 1.66
79 H -2.13 0.62 1.26
80 C -0.24 0.03 2.05
81 C -0.97 3.10 -2.34
82 H -8.00 2.85 -0.57
83 H 5.34 -0.74 -3.27
84 C 2.70 -0.73 -4.46
85 H -0.36 2.68 3.86
86 C -5.24 2.47 2.20
87 C 5.13 -1.38 -2.41
88 H -4.93 4.45 1.44
89 H 0.12 3.00 -2.31
90 N 2.92 -0.47 -1.65
91 O -1.39 2.84 -1.02
92 H -7.33 1.78 0.65
93 N 3.03 -1.90 -3.58
94 H -3.53 2.12 -2.69
95 H -0.49 -1.02 2.15
96 C 5.83 -0.75 -1.22
97 C 1.45 -0.64 -1.55

Charges computed using Mulliken, reported in e:
1. H 0.277
2. C -0.989
3. H 0.335
4. H 0.383
5. H 0.427
6. N -0.437
7. C -0.426
8. C 0.324
9. C -0.854
10. H 0.402
11. H -0.358
12. C -0.155
13. C -0.295
14. H 0.408
15. H 0.254
16. H 0.440
17. C 0.303
18. H 0.367
19. H 0.294
20. H 0.274
21. C -1.244
22. C -1.060
23. H 0.177
24. F -0.369
25. H 0.373
26. H -0.252
27. H 0.353
28. C -0.174
29. C -1.399
30. H 0.338
31. H 0.250
32. O -0.465
33. H 0.332
34. H 0.316
35. H 0.406
36. H 0.172
37. C -0.134
38. H 0.262
39. H 0.396
40. C -1.112
41. H 0.333
42. C -0.922
43. H 0.369
44. H 0.385
45. H 0.307
46. O -0.214
47. H 0.297
48. H 0.358
49. H 0.312
50. H 0.346
51. H 0.402
52. H 0.446
53. H 0.385
54. C -1.177
55. H 0.375
56. H 0.327
57. O -0.415
58. H 0.268
59. H 0.412
60. N -0.354
61. H 0.238
62. H 0.432
63. H 0.286
64. H 0.152
65. H 0.305
66. H 0.366
67. H 0.207
68. C -0.885
69. H -0.027
70. C -1.101
71. H 0.405
72. C -0.413
73. H 0.346
74. H 0.305
75. H 0.221
76. H 0.391
77. H 0.218
78. C -0.529
79. H 0.079
80. C -0.274
81. C -0.268
82. H 0.408
83. H 0.256
84. C -0.142
85. H 0.257
86. C -0.891
87. C 0.108
88. H 0.364
89. H 0.316
90. N -0.290
91. O -0.331
92. H 0.299
93. N 0.453
94. H 0.399
95. H 0.082
96. C -0.940
97. C -0.179